Entry 1:
{
  "formula": "C34H34N6O5Sr",
  "method": "the ωB97M-V functional and the def2-TZVPD basis",
  "elements": ["Sr", "C", "N", "C", "C", "C", "C", "C", "C", "N", "C", "C", "C", "C", "C", "C", "N", "C", "C", "C", "C", "C", "N", "H", "H", "H", "H", "H", "H", "H", "H", "H", "H", "H", "H", "H", "H", "H", "H", "H", "H", "O", "C", "C", "C", "N", "C", "C", "C", "O", "O", "C", "O", "O", "H", "H", "H", "C", "N", "C", "C", "C", "C", "C", "C", "C", "C", "H", "H", "H", "H", "H", "H", "H", "H", "H", "H", "H", "H", "H"],
  "coordinates": [[12.2263, 9.1830, 9.7958], [10.2294, 7.0411, 11.8249], [11.5686, 6.7349, 11.1574], [11.4935, 5.7357, 9.9866], [10.8509, 6.2390, 8.6960], [9.9272, 5.3944, 8.0791], [9.2490, 5.8062, 6.9390], [9.5794, 7.0534, 6.3718], [10.5808, 7.7745, 7.0129], [11.2540, 7.3664, 8.0975], [12.5224, 6.2195, 12.2179], [14.0185, 6.0098, 11.8841], [14.9202, 5.6618, 12.9145], [16.2472, 5.3203, 12.5909], [16.6778, 5.3828, 11.2614], [15.7308, 5.8245, 10.3350], [14.4674, 6.1341, 10.6413], [9.2257, 7.8375, 11.0038], [7.8619, 7.4686, 11.0996], [6.8896, 8.1815, 10.4339], [7.2822, 9.2844, 9.6563], [8.6343, 9.5640, 9.5980], [9.5780, 8.9206, 10.3101], [10.4671, 7.5874, 12.7518], [9.7021, 6.1121, 12.1017], [10.9168, 4.8325, 10.2627], [12.5253, 5.4424, 9.7753], [9.6877, 4.4354, 8.5328], [8.4768, 5.1498, 6.5050], [9.0410, 7.4551, 5.5117], [10.8755, 8.7544, 6.6248], [12.1679, 5.2464, 12.6149], [12.4317, 6.9599, 13.0297], [14.5846, 5.7009, 13.9525], [16.9374, 5.0637, 13.3969], [17.6980, 5.1145, 10.9390], [16.0246, 5.9858, 9.2886], [7.6109, 6.6053, 11.7266], [5.8433, 7.8861, 10.5284], [6.5672, 9.9434, 9.1664], [9.0240, 10.3525, 8.9313], [17.2235, 8.6483, 14.0351], [16.3023, 8.9672, 13.0909], [16.5638, 9.0429, 11.7174], [15.4377, 9.2317, 10.8722], [14.2166, 9.5219, 11.3252], [13.9694, 9.5428, 12.6441], [14.9976, 9.2371, 13.5571], [12.5154, 9.7604, 13.0646], [12.1169, 9.1157, 14.0414], [11.8514, 10.4980, 12.3052], [15.5822, 9.0275, 9.3499], [16.7084, 9.1846, 8.8221], [14.5130, 8.7337, 8.7400], [18.0761, 8.4098, 13.6153], [17.5390, 8.9396, 11.2281], [14.7383, 9.2367, 14.6288], [15.0979, 12.0082, 7.5191], [14.7081, 11.2290, 6.2844], [15.9001, 10.4014, 5.8186], [13.4694, 10.3647, 6.4721], [12.2194, 11.1396, 6.7831], [11.5805, 11.9423, 5.8088], [10.5907, 12.8638, 6.1361], [10.1761, 12.9215, 7.4521], [10.7864, 12.0876, 8.4277], [11.7114, 11.1287, 8.0586], [15.9749, 12.5945, 7.2490], [15.3297, 11.2726, 8.2868], [14.2745, 12.6857, 7.8120], [14.4743, 11.9090, 5.5370], [16.1485, 9.7257, 6.6465], [16.7305, 11.0892, 5.5985], [15.6003, 9.8449, 4.9135], [13.7475, 9.6873, 7.2782], [13.3979, 9.7751, 5.5475], [11.9624, 11.8939, 4.7884], [10.1988, 13.5643, 5.3915], [9.4031, 13.6143, 7.7821], [10.5382, 12.2177, 9.4836]],
  "forces_ev_per_angstrom": [[0.1, 0.3, 0.8], [1.0, -0.4, -0.6], [0.0, -0.8, -0.6], [-0.3, 0.8, 1.0], [0.4, -0.6, -0.3], [-0.6, 0.1, 0.1], [0.1, 0.2, -0.5], [-0.3, -0.7, 0.8], [0.3, 0.3, -0.5], [-0.8, 0.0, 0.5], [-0.4, 0.4, -0.2], [0.4, 0.1, 0.2], [0.1, 0.0, -0.3], [-0.5, 0.4, 0.2], [-0.4, 0.0, 0.0], [0.5, 0.2, -0.1], [-0.4, -0.2, -0.4], [-0.9, 0.3, 0.3], [0.8, -0.5, 0.2], [-0.1, 0.5, -0.2], [-0.1, -0.4, 0.4], [0.5, 0.5, -0.2], [0.0, -0.8, -0.6], [-0.1, 0.0, -0.3], [0.3, 0.0, 0.0], [0.3, 0.3, 0.2], [-0.1, 0.1, 0.0], [0.0, 0.2, 0.0], [0.5, 0.5, 0.2], [0.3, -0.1, 0.3], [0.0, -0.3, 0.1], [0.0, 0.3, -0.1], [0.3, -0.3, -0.1], [0.1, -0.2, -0.3], [-0.2, 0.0, -0.2], [-0.7, 0.2, 0.3], [-0.2, -0.1, 0.4], [0.0, 0.3, -0.4], [0.3, 0.2, -0.1], [0.2, -0.4, -0.1], [-0.3, -0.3, 0.5], [0.8, -0.2, -0.4], [-0.8, 0.4, -0.1], [-1.1, 0.0, -0.6], [1.0, 0.0, 0.7], [0.4, -0.4, 0.0], [1.8, -0.4, 0.4], [-0.6, 0.2, -0.1], [-0.2, 0.0, -0.3], [0.1, -0.4, 0.5], [-0.1, 0.0, -0.8], [0.6, 0.3, -0.2], [-0.8, -0.1, 0.6], [0.0, 0.1, 0.3], [-0.7, 0.3, 0.2], [-0.3, -0.2, 0.4], [0.3, -0.2, -0.7], [-0.6, 0.1, -0.4], [0.2, 0.5, -0.6], [-0.6, 0.2, 0.0], [-0.1, -0.6, -0.5], [-0.9, 1.1, -1.3], [1.3, 0.0, -0.3], [0.0, -0.2, -0.3], [0.3, -0.1, 1.6], [-1.1, 0.9, -1.3], [1.3, -0.7, 2.0], [0.0, -0.1, 0.2], [0.0, 0.2, 0.0], [0.3, -0.6, -0.1], [0.2, -0.4, 0.6], [0.1, 0.1, -0.2], [-0.3, -0.3, 0.1], [0.2, 0.3, 0.5], [-0.1, 0.0, -0.1], [0.0, 0.2, 0.0], [-0.2, 0.1, -0.1], [0.0, -0.5, 0.2], [0.2, 0.1, -0.2], [-0.3, -0.1, -0.2]],
  "lumo_energy_ev": 0.3,
  "e_above_lowest_kcal_mol": 0.0,
  "max_force_ha_per_bohr": 0.04822,
  "charge": 0
}

Entry 2:
{
  "formula": "C26H26BCoF9O3S4",
  "method": "the ωB97M-V functional and the def2-TZVPD basis",
  "elements": ["Co", "F", "C", "C", "F", "C", "F", "C", "S", "C", "F", "C", "F", "O", "S", "C", "C", "C", "C", "S", "O", "C", "C", "C", "C", "C", "C", "C", "C", "C", "C", "C", "C", "H", "H", "H", "H", "H", "H", "H", "H", "H", "H", "H", "H", "H", "H", "H", "H", "H", "H", "O", "S", "C", "C", "C", "C", "H", "H", "H", "H", "H", "H", "H", "H", "F", "B", "F", "F", "F"],
  "coordinates": [[-0.7212, 1.2592, 0.3418], [3.2531, -0.2286, 5.7339], [2.5687, 0.4683, 4.8245], [3.1873, 0.9254, 3.6785], [4.4837, 0.6701, 3.4717], [2.4532, 1.6250, 2.7356], [3.1017, 1.9997, 1.6233], [1.1023, 1.9120, 2.8890], [0.1998, 2.8198, 1.6829], [0.5166, 1.4496, 4.0672], [-0.7772, 1.6695, 4.3075], [1.2227, 0.7309, 5.0149], [0.6136, 0.2751, 6.1152], [-0.7561, -0.1236, 1.8181], [-0.6215, -1.3003, 2.7260], [-1.3730, -2.6850, 1.8267], [-1.0035, -2.6781, 0.3468], [-2.2255, -2.7271, -0.5726], [-1.8729, -2.2254, -1.9646], [-1.9227, -0.3934, -2.0737], [-2.0427, 0.0872, -0.6352], [-3.5776, -0.2039, -2.7128], [-4.5053, 0.4972, -1.9651], [-5.7712, 0.7040, -2.4964], [-6.0881, 0.2243, -3.7575], [-5.1369, -0.4588, -4.5056], [-3.8704, -0.6692, -3.9871], [1.0870, -1.8071, 2.6493], [1.9009, -1.3679, 1.6175], [3.2372, -1.7456, 1.6214], [3.7416, -2.5345, 2.6452], [2.9154, -2.9538, 3.6807], [1.5797, -2.5849, 3.6890], [-2.4444, -2.5393, 1.9776], [-1.0748, -3.5871, 2.3632], [-0.3324, -3.5088, 0.1216], [-0.4529, -1.7613, 0.1254], [-3.0236, -2.1077, -0.1588], [-2.6127, -3.7456, -0.6455], [-2.5496, -2.5946, -2.7332], [-0.8540, -2.5069, -2.2368], [-4.2286, 0.8917, -0.9978], [-6.5039, 1.2577, -1.9249], [-7.0742, 0.3957, -4.1686], [-5.3777, -0.8157, -5.4981], [-3.1171, -1.1748, -4.5806], [1.5084, -0.7236, 0.8405], [3.8921, -1.4004, 0.8314], [4.7891, -2.8058, 2.6501], [3.3159, -3.5474, 4.4914], [0.9338, -2.8770, 4.5097], [0.8445, 0.4986, -0.8736], [1.1837, 1.3106, -2.1318], [2.7759, 0.6163, -2.6706], [3.7481, 1.7821, -2.8051], [3.4475, 2.6944, -1.6193], [1.9354, 2.8743, -1.6014], [2.6245, 0.0428, -3.5830], [3.0567, -0.0566, -1.8579], [3.5751, 2.3116, -3.7450], [4.7786, 1.4258, -2.8122], [3.9509, 3.6575, -1.6995], [3.7769, 2.2222, -0.6925], [1.5795, 3.6186, -2.3157], [1.5076, 3.1017, -0.6243], [-1.0405, 2.8014, -0.8986], [-1.7329, 3.3181, -2.1214], [-0.8557, 4.2218, -2.6859], [-2.9213, 3.8658, -1.7115], [-1.9267, 2.2135, -2.9536]],
  "forces_ev_per_angstrom": [[0.0, 0.0, 0.1], [0.0, 0.0, 0.0], [0.0, 0.0, 0.0], [0.0, 0.0, 0.0], [0.0, 0.0, 0.0], [0.0, 0.0, 0.0], [0.0, 0.0, 0.0], [0.0, 0.0, 0.0], [0.0, 0.0, 0.0], [0.0, 0.0, 0.0], [0.0, 0.0, 0.0], [0.0, 0.0, 0.0], [0.0, 0.0, 0.0], [-0.1, 0.0, 0.0], [0.1, 0.0, 0.0], [0.0, 0.0, 0.0], [0.0, 0.0, 0.0], [0.0, 0.0, 0.0], [0.0, 0.0, 0.0], [0.0, 0.0, 0.0], [0.0, 0.0, 0.0], [0.0, 0.0, 0.0], [0.0, 0.0, 0.0], [0.0, 0.0, 0.0], [0.0, 0.0, 0.0], [0.0, 0.0, 0.0], [0.0, 0.0, 0.0], [0.0, 0.0, 0.0], [0.0, 0.0, 0.0], [0.0, 0.0, 0.0], [0.0, 0.0, 0.0], [0.0, 0.0, 0.0], [0.0, 0.0, 0.0], [0.0, 0.0, 0.0], [0.0, 0.0, 0.0], [0.0, 0.0, 0.0], [0.0, 0.0, 0.0], [0.0, 0.0, 0.0], [0.0, 0.0, 0.0], [0.0, 0.0, 0.0], [0.0, 0.0, 0.0], [0.0, 0.0, 0.0], [0.0, 0.0, 0.0], [0.0, 0.0, 0.0], [0.0, 0.0, 0.0], [0.0, 0.0, 0.0], [0.0, 0.0, 0.0], [0.0, 0.0, 0.0], [0.0, 0.0, 0.0], [0.0, 0.0, 0.0], [0.0, 0.0, 0.0], [0.0, 0.0, 0.0], [0.0, 0.0, 0.0], [0.0, 0.0, 0.0], [0.0, 0.0, 0.0], [0.0, 0.0, 0.0], [0.0, 0.0, 0.0], [0.0, 0.0, 0.0], [0.0, 0.0, 0.0], [0.0, 0.0, 0.0], [0.0, 0.0, 0.0], [0.0, 0.0, 0.0], [0.0, 0.0, 0.0], [0.0, 0.0, 0.0], [0.0, 0.0, 0.0], [0.0, 0.0, 0.0], [-0.1, 0.0, 0.0], [0.0, 0.0, 0.0], [0.0, 0.0, 0.0], [0.0, 0.0, 0.0]],
  "lumo_energy_ev": [0.1, 0.1],
  "spin_multiplicity": 2,
  "e_above_lowest_kcal_mol": 8.1,
  "max_force_ha_per_bohr": 0.00246,
  "charge": 0
}